# 1
45
Properties=species:S:1:pos:R:3 method="wB97M-V/def2-TZVPD" de_lowest_ev=0.942 e_tot_ha=-1336.44447 charge=0 smiles="CCCCN1CNC(=S)N(c2ccc(C(=O)OCC)cc2)C1" gap_ev=8.4
H -0.74452 -0.81288 -2.31761
C -1.23991 0.39873 2.31895
H -3.67932 3.86266 4.21813
C -0.72774 -0.62824 1.55446
H -1.96098 2.62741 6.43979
C 2.57685 -0.10343 -2.40732
C 1.20617 -1.94399 -3.63361
C -0.50817 0.86760 -0.31833
H 3.58330 0.06224 -2.01631
H 2.88278 1.08485 -4.18612
H 1.38636 -2.69634 -4.40890
H 1.40587 -4.31298 -2.66295
H -3.60764 2.13669 6.03379
N 0.16657 -1.45877 -0.54623
C 1.13593 -2.28647 -0.07639
C -2.91300 2.97241 6.04537
H -0.60830 -1.61208 1.98022
H 1.19438 0.98022 -3.69290
H 2.31037 1.99938 -2.79066
H 0.67299 -1.11693 -4.10480
H 1.90570 -0.11619 -1.55027
C -0.49613 -1.75492 -1.82685
H -3.30491 3.75175 6.69235
C -1.02574 1.89202 0.44601
H -1.43616 -2.28763 -1.60416
C -0.34938 -0.40209 0.23267
O -2.13337 3.90896 2.09723
H -0.20616 1.06505 -1.33558
H -0.15663 -4.37362 -1.80498
N 1.39828 -3.40777 -0.78393
H 2.98419 -2.21174 -2.43808
C -1.39449 1.66948 1.77017
S 2.06280 -1.94768 1.25245
H 2.17282 -3.95797 -0.44846
C 2.57015 -1.46056 -3.11323
H 3.23803 -1.39759 -3.97617
H -1.52857 0.22134 3.34255
O -2.20712 2.47674 3.81890
C 2.21621 1.05778 -3.32652
C 0.72397 -3.74731 -2.02470
H -1.14393 2.88340 0.03573
C -2.72864 3.51882 4.64231
C -1.94142 2.80446 2.54911
H -2.02911 4.36252 4.63010
N 0.27762 -2.56735 -2.70520



# 2
49
Properties=species:S:1:pos:R:3 method="wB97M-V/def2-TZVPD" de_lowest_ev=0.162 e_tot_ha=-1637.41386 charge=0 smiles="COCCOC(=O)c1c(NC(=O)CN2CCOCC2)sc(C(N)=O)c1C" gap_ev=8.8
C -0.00717 0.55151 -0.38426
H 2.65598 -1.54748 0.65841
H 4.82571 -1.19656 -2.27926
C 2.92363 -2.47687 0.12746
H -6.59571 -2.63302 -0.36103
C 4.08622 -3.14332 0.86716
H -3.58988 1.75129 1.24552
C -1.52380 1.87870 0.79201
H 1.51184 -2.57750 -2.13911
N 3.34609 -2.22822 -1.24024
H 2.70675 -1.69963 -3.13196
H -5.33433 -0.78501 1.63767
H -2.80173 3.25359 1.77446
H 0.17800 -1.43883 -0.57846
H -6.42199 -0.86587 -0.52475
O -2.74517 -0.59689 1.68041
O -4.69990 -1.88668 0.00924
H -2.90439 -2.64899 1.67544
H 4.31066 -4.10736 0.38636
N 0.08196 4.99234 -0.39488
N 0.60746 -0.56050 -0.88509
H 0.04218 5.99648 -0.35194
C -0.84685 4.29297 0.30319
H 3.83304 -3.30773 1.91574
S 0.54251 2.11975 -0.77956
H 0.80306 4.55529 -0.93989
O 5.23133 -2.32611 0.85820
C 2.28127 -1.80150 -2.13068
H -5.68581 -1.94989 -1.73594
C 5.62712 -2.04294 -0.46352
H -5.45107 -2.55993 1.81611
H 2.06090 -3.14626 0.12303
C 4.50833 -1.35508 -1.24741
H -2.53637 1.73072 2.65171
H 4.29322 -0.37592 -0.79075
H 5.90250 -2.97668 -0.97667
C -2.68505 2.17971 1.67178
H -3.53937 -1.79307 3.12366
C -1.68731 -0.72114 0.87984
O 2.12999 0.61743 -2.03711
O -1.70102 4.86513 0.95536
C 1.67776 -0.46753 -1.72272
C -4.84286 -1.74124 1.40041
C -0.73046 2.82922 0.20018
C -1.10724 0.55198 0.46070
H 6.50159 -1.39484 -0.38982
C -5.92084 -1.82929 -0.68084
O -1.22698 -1.80190 0.54328
C -3.45572 -1.77452 2.03419



# 3
48
Properties=species:S:1:pos:R:3 method="wB97M-V/def2-TZVPD" de_lowest_ev=2.413 e_tot_ha=-1198.23495 charge=0 smiles="CCOC(=O)c1ccc(N(CC/C(CN)=N/NC(N)=O)C(C)=O)cc1" gap_ev=9.3
C 2.21170 0.83180 2.20427
H 3.89512 5.62658 2.20389
N -4.33870 0.40735 -0.50093
O 3.00130 4.25832 0.85600
H 0.07368 -2.63932 1.84286
C 2.24275 1.99125 1.38254
H -2.33652 0.47003 -1.30798
H 2.71795 0.82702 3.16374
C 0.95930 0.73377 -0.30934
C -0.50523 -2.39620 0.92453
H -0.83984 -3.38556 0.56920
H 0.73793 -4.31522 -1.01304
H 0.54695 0.65272 -1.31878
H -4.58275 1.36417 -0.68539
H 3.55904 6.27252 0.62831
C -2.56935 -1.21858 0.00393
H 1.58953 -1.18079 2.42418
H -0.70585 -3.53187 -1.77558
H 6.01110 5.82145 0.96820
N 0.39310 -1.66674 0.03445
C 3.89039 5.37446 1.12823
H -4.73706 -4.95572 -2.70736
H -3.66766 -4.51946 -1.39196
H -2.39878 -2.15186 1.93363
C 0.86292 -2.21828 -1.16164
O -4.97430 -2.69770 -3.47977
H -2.52599 0.92814 0.37720
C 0.94010 -0.41205 0.50358
C 1.60100 1.90045 0.13154
N -2.95632 -2.24500 -0.69678
C 0.37935 -3.54752 -1.70044
H -3.84881 -1.06336 -2.15008
O 1.75943 -1.73388 -1.84032
H 1.58625 2.75913 -0.52819
H 0.80268 -3.71505 -2.69543
N -4.03191 -4.32033 -2.30941
C 1.52954 -0.31571 1.75817
O 3.23894 3.40883 2.97466
C -1.76266 -1.59173 1.23404
N -3.63324 -2.00857 -1.86854
C -2.87567 0.23335 -0.38824
H -4.79123 0.10544 0.36124
C 2.93569 3.26718 1.78088
H 5.33860 5.01975 -0.43942
H -1.53836 -0.59704 1.73752
C -4.18523 -2.99673 -2.62936
C 5.33593 5.05180 0.66426
H 5.66517 4.11879 1.10694



# 4
43
Properties=species:S:1:pos:R:3 method="wB97M-V/def2-TZVPD" de_lowest_ev=1.784 e_tot_ha=-903.95572 charge=0 smiles="COc1ccc(NC(=O)CC2CCCCC2)cc1OC" gap_ev=8.4
H -5.96116 -0.13036 -1.51487
C -0.43644 -1.49450 0.24605
H 6.51660 0.37303 -1.04294
H -5.81112 2.11632 -0.44083
O 5.24028 1.75596 -0.15954
H -4.07188 2.48297 1.30955
H -0.60183 0.52739 0.23496
N 0.06143 -0.23204 0.19993
H -4.68942 -1.43021 0.16440
C -2.80655 -0.41564 -0.10855
C 3.77203 -0.25272 -0.03875
O 4.83240 -1.12028 -0.09725
H 2.23823 -1.74769 0.08180
C -3.07247 0.59452 1.01338
H -3.35102 2.28806 -0.29000
H 4.08231 -2.79909 0.86957
H 0.83353 2.26905 0.10622
O 0.24404 -2.49982 0.21364
H -2.14071 0.96339 1.45007
C -3.90031 1.77003 0.50044
H 7.23121 1.78017 -0.21649
H -4.49164 0.72221 -1.99088
C -1.95212 -1.59669 0.36991
C 4.02913 1.13079 -0.07345
C 1.64625 1.55844 0.06694
H 6.56630 0.42983 0.73631
C 2.45937 -0.69604 0.05202
C -5.00310 0.24577 -1.15093
H -3.62442 0.09292 1.81237
C 6.44523 1.02594 -0.17065
H 5.55294 -2.97930 -0.12032
C 1.39327 0.19302 0.10571
C 4.57474 -2.50351 -0.06158
H -2.22521 -2.50002 -0.18063
C -4.15553 -0.91535 -0.63758
H 3.96381 -2.82273 -0.91112
H -3.99185 -1.63163 -1.44547
H -2.16438 -1.80298 1.42321
H -5.81121 0.82030 0.75760
H -2.30002 0.08770 -0.94151
C -5.23405 1.27602 -0.05013
C 2.94765 2.00563 -0.02034
H 3.16565 3.06113 -0.05028



# 5
55
Properties=species:S:1:pos:R:3 method="wB97M-V/def2-TZVPD" de_lowest_ev=0.000 e_tot_ha=-1853.07433 charge=-1 gap_ev="7.4 / 6.9" s_squared=0.7563 multiplicity=2
H -5.06910 1.61378 -3.11746
O -1.27799 1.70323 -1.86632
C 2.64431 -1.13774 1.28324
O 1.69377 -1.06272 0.60273
C -4.04265 1.16284 -1.26587
O -0.45090 -0.27595 2.43409
C 0.47165 -1.12853 -2.75657
H -1.58968 -0.17647 6.16698
C 0.92812 -1.11269 -5.09677
H 1.51940 -0.54123 -5.81043
H -3.35831 2.05955 -3.09412
O -0.45045 3.69326 -2.20274
C 1.82307 -2.09100 -4.32713
C -4.07589 1.30370 -2.78697
N -0.95658 2.66759 -2.63667
O 1.31426 -2.16766 -2.99241
Ag -0.28054 0.38737 0.19326
C 0.32901 -0.25802 -3.97847
H 0.55494 1.89960 5.87654
O 3.92173 -1.12981 0.77082
H 0.27940 2.14103 3.44699
H 4.47961 -1.94402 3.92826
C 4.87641 -1.38170 1.82318
H -3.02685 -0.10644 -4.06214
O -0.08917 -0.96768 -1.72634
H 0.10827 -0.26310 6.59516
H 2.85743 -1.73319 -4.27649
C -0.37785 0.13866 3.53116
H 5.28233 -0.43250 2.17700
H 1.87401 -3.09010 -4.75992
H -0.70571 0.04675 -4.08237
O -3.09662 -0.78221 -2.16926
H 5.64948 -2.02332 1.40489
C -0.50966 1.57950 3.94274
H 0.15870 -1.64234 -5.66169
H -3.66833 2.01697 -0.71052
F -1.31126 2.04331 1.17723
C -0.39436 1.54981 5.48599
O -2.44778 -0.23073 -0.09697
H -5.02278 0.87978 -0.86070
C -3.77111 -0.12135 -3.26618
C -0.58343 0.05947 5.81580
H -1.47363 1.89983 3.55392
H 0.90132 0.65540 -3.80383
H 1.81181 -1.79191 3.15132
H -1.21588 2.17805 5.82711
O -1.06567 2.48063 -3.89025
F 1.36469 1.68312 0.32938
H 2.77851 -0.34018 3.22691
C 4.06586 -2.07739 2.92607
O -0.24535 -0.66410 4.63578
H -4.67733 -0.65906 -3.53820
C -3.13353 -0.01236 -1.04921
C 2.73198 -1.34448 2.78605
H 3.94834 -3.15322 2.79340



# 6
48
Properties=species:S:1:pos:R:3 method="wB97M-V/def2-TZVPD" e_tot_ha=-6685.19799 charge=+4 gap_ev="5.1 / 5.0" s_squared=3.8544 multiplicity=4
H -5.37757 -1.52737 -0.41923
C 4.30706 0.66139 2.31278
H 1.34197 0.18788 3.89431
C -0.18711 2.90814 -1.11918
H 5.33459 0.93084 2.52352
H -2.36228 0.19081 2.29613
H 0.21715 -3.15098 1.13377
H 3.67043 -2.55766 -0.75856
H -1.30110 -2.80808 1.99860
C 1.70405 -0.08517 1.77412
Cl -1.38178 4.98837 -0.12276
H -3.01282 1.47117 -2.06254
H -5.45856 0.29924 -2.47564
Tc -0.39069 -0.16222 -1.08460
H -3.13082 -1.54961 0.30521
N -0.18204 1.75366 -0.99889
C -1.32006 0.35596 2.57235
H 3.64242 0.92573 4.33547
C -0.19562 4.34441 -1.26793
H -3.19514 0.12135 -3.21163
H 2.00710 -3.14387 -0.56268
C 2.05695 0.23015 3.08180
C -3.32238 0.43154 -2.17176
H 0.26792 -2.60337 2.82181
H 2.94672 0.04014 -3.35362
C 3.95195 0.34821 1.00194
Cl -0.66405 4.65512 -2.95038
Cl 1.44389 4.90822 -0.91247
As -0.12736 -0.62074 1.39957
H 4.69828 0.37871 0.21804
H -1.10031 1.42226 2.54082
O -2.45012 -0.41506 -1.31892
As 2.15048 -0.61577 -1.05134
C -3.23499 -1.55927 -0.78250
H 2.64979 -2.82094 -2.18867
C 3.30728 0.24498 -2.34389
C -4.67755 -1.32408 -1.22667
C -0.26173 -2.50569 1.86907
C 2.64297 -0.03661 0.74483
H -2.82626 -2.49109 -1.17844
C 3.36954 0.62058 3.33277
C 2.65196 -2.49193 -1.14851
H 4.29976 -0.20142 -2.25083
H 3.35933 1.32166 -2.19273
H -4.94766 -1.99636 -2.04021
H -1.17489 -0.02441 3.58745
C -4.72881 0.14276 -1.68359
H -5.00989 0.80840 -0.86620



# 7
54
Properties=species:S:1:pos:R:3 method="wB97M-V/def2-TZVPD" de_lowest_ev=0.000 e_tot_ha=-2529.70810 charge=+2 gap_ev=6.4
O -0.57287 3.08285 -1.58483
H 0.66565 -4.39076 -0.67768
N -0.23258 -3.32269 4.49107
C -0.46014 -3.21510 0.77028
C 2.17598 2.19743 -3.30180
I 1.37511 3.99687 0.35571
C -0.66556 -2.90084 2.11133
O -0.86921 -2.27577 4.74521
H 1.45347 -1.50805 -3.33366
H -1.47624 4.39652 1.10876
C 1.02353 -5.02899 1.39267
O -1.94539 -1.46956 0.13545
C -3.48255 1.17367 1.44708
H -1.14784 0.98816 3.38703
O -0.62425 -2.36713 -1.44948
C 0.06378 4.10837 -1.28277
H -1.28477 -2.06146 2.39929
C 3.32883 0.15254 -1.74838
C 0.77795 -4.77324 2.77286
H 1.26263 -5.38782 3.55092
H 3.62694 0.79948 -0.90743
H -0.89149 5.47107 -2.79970
H 2.61979 2.93900 -2.63204
O 2.15958 -6.26622 -0.22488
Bi -0.43556 0.25216 -0.44103
H -4.08620 1.73369 2.17445
H -2.82521 3.86860 0.08539
H -3.05253 3.99417 1.86532
H 1.30082 2.64357 -3.78312
P 1.69525 0.70740 -2.37757
C -1.06892 -2.34048 -0.25240
H -0.10303 6.21012 -1.35676
N 1.92364 -6.11891 1.00090
H 2.91205 1.90874 -4.06320
C 1.44086 -0.49052 -3.73186
H 3.25463 -0.89046 -1.39864
O 2.42630 -6.84186 1.89510
H 0.90578 5.52685 -2.64687
H -3.36199 0.13040 1.76391
H -1.97250 2.57910 3.62182
C 0.43188 -4.22171 0.37967
C -0.05566 -3.68673 3.10237
P -1.86744 1.99654 1.28995
H 4.06664 0.23479 -2.56503
C -0.03964 5.37495 -2.08530
H 2.23688 -0.36564 -4.47497
H -3.98698 1.17520 0.47240
C -1.25290 2.01600 3.00962
H 0.46556 -0.32657 -4.19769
O -2.16605 -0.94319 -3.10858
C -1.28838 -0.67959 -2.40772
C -2.34875 3.73471 1.06237
O 0.24326 -4.02992 5.40048
H -0.27215 2.51023 3.04196



# 8
45
Properties=species:S:1:pos:R:3 method="wB97M-V/def2-TZVPD" de_lowest_ev=0.493 e_tot_ha=-1336.04091 charge=+2 gap_ev=7.2
H -0.94835 1.88138 -6.84325
H -2.06606 -2.02010 0.09727
C 0.92390 -1.95639 -0.28484
H 2.00247 -1.38341 1.58053
C 0.23106 0.70956 -5.51708
H -2.51747 2.31694 0.24560
N 0.07996 1.75686 4.02194
H 3.32125 0.41545 0.02866
H -1.78911 -1.08570 -2.41915
H 0.75834 -1.38702 -5.58683
H 1.77074 1.39618 -6.79512
Zr 0.13834 0.46617 -0.62983
C 2.51161 -0.25046 -0.27931
H 2.49787 0.07084 -2.49235
C 1.79636 -1.16755 0.54086
C 0.49612 1.82818 1.68973
C 1.09267 -1.48441 -1.64277
H 0.30638 2.05344 4.98762
C -2.25785 1.30815 -0.09158
C -2.00440 0.96334 -1.46132
H 1.80753 2.17205 -5.22163
H 0.37314 -2.81603 0.01074
H -0.96746 1.82179 3.94154
H 2.38397 0.53683 -5.39641
C -1.99549 -0.99705 -0.17858
C -2.25312 0.13411 0.68285
C 2.07894 -0.43126 -1.63058
C -0.87625 1.66719 -5.78104
O 0.17600 0.60431 1.83583
H 0.30716 0.75132 3.87660
C -1.83814 -0.47646 -1.49605
H 0.00015 -0.74110 -7.01866
H 0.64217 -1.93721 -2.52205
C -0.00413 -0.68662 -5.94047
Cl 0.14042 0.69793 -3.03358
H 1.76216 2.74768 3.20781
H 0.18761 3.55647 2.89629
H -2.02852 1.63684 -2.29288
H -0.75248 2.62713 -5.26845
H -1.85537 1.29288 -5.46315
O 0.52432 2.35778 0.51882
C 0.70244 2.61908 2.91940
H -2.56516 0.04356 1.72017
H -0.95945 -1.10085 -5.60585
C 1.60191 1.22558 -5.73334



# 9
84
Properties=species:S:1:pos:R:3 method="wB97M-V/def2-TZVPD" e_tot_ha=-5939.10310 charge=+1 gap_ev="8.2 / 2.2" s_squared=0.7552 multiplicity=2
H -13.37080 -5.10298 3.59618
F -8.61104 -5.61554 -1.63998
H -13.30288 -3.99992 2.28677
C -13.56330 -7.21524 -1.61339
C -10.90501 -5.40360 -5.80588
F -8.40411 -1.14692 0.82424
O -12.29622 -8.55074 -5.20747
H -14.52471 -5.97199 0.40586
H -14.18510 -7.77193 -0.91228
H -12.23649 -3.56548 -5.85479
F -7.35212 -5.02863 5.21891
F -6.49020 -7.19800 0.26932
H -14.29517 -4.24174 -0.00868
F -7.09087 0.34540 -0.52382
C -11.47400 -4.13480 -6.38638
O -9.71892 -11.72398 -3.55523
Na -8.73293 -7.69729 1.73687
O -12.09171 -2.28824 4.13369
F -7.70926 -8.93667 -0.50457
H -11.99815 -4.40984 -7.30164
P -9.50743 -5.06578 -0.44261
C -11.85192 -7.38891 -5.14361
F -6.62236 -7.65701 3.50927
F -10.43699 -6.42505 -0.50518
H -10.46499 -10.03097 -4.38138
F -8.12309 -7.17899 5.04453
H -14.26147 -1.05333 4.00446
O -14.15789 -7.40833 -2.87223
H -9.93270 -5.62918 -6.24385
H -12.92967 -5.30359 0.53349
Na -10.48650 -1.99718 -2.54920
H -15.27102 -2.42084 3.45878
H -12.14868 -9.98651 -3.12029
H -13.97904 -1.81740 2.43868
F -9.04983 1.03240 0.66368
C -13.30866 -2.99700 4.16349
O -14.52333 -5.29071 -2.25586
F -4.53873 -8.51758 -0.05280
C -10.75199 -12.57209 -3.31135
O -11.26526 -6.83986 -4.05784
P -6.91838 -6.32152 4.33421
H -12.05558 -10.30194 -0.52059
H -12.57539 -5.25582 -1.73457
F -8.62399 -3.69538 -0.40417
F -5.66598 -5.53157 3.77103
O -9.89404 -2.68822 3.74302
F -5.81254 -10.18562 -0.84905
H -13.52847 -3.25943 5.19834
C -12.90036 -4.17016 3.28531
F -10.29623 -0.56021 -0.42962
O -11.64929 -6.54513 -6.15261
O -11.49824 -4.15640 3.27394
F -5.88045 -6.84828 5.52284
P -6.13942 -8.70908 -0.25216
H -10.56625 -3.59140 -6.64871
C -11.41039 -10.52927 -2.53000
H -9.47236 -9.70735 -2.87163
O -15.49246 -6.22844 -4.24066
F -6.33585 -9.28628 1.24829
F -10.40989 -4.30462 -1.59258
O -11.71441 -11.93290 -2.59482
C -13.85393 -5.23793 -0.04055
O -10.64409 -13.77054 -3.52957
H -9.78868 -5.49704 -3.88584
H -10.42351 -10.64731 -0.54095
C -11.15793 -10.05612 -1.08795
F -5.89868 -7.95336 -1.66248
H -12.53854 -7.52711 -1.41159
Na -6.65492 -5.85125 -2.84112
C -10.15994 -10.37360 -3.39262
H -11.42781 -4.77155 -3.80214
F -8.55282 -5.66535 0.68225
C -11.07784 -3.01615 3.77232
P -8.66714 -0.11514 -0.41637
F -9.14193 0.90818 -1.61622
F -7.88785 -5.76343 3.15276
Na -8.19346 -3.08908 1.89930
F -10.37872 -4.34333 0.74181
C -14.77856 -6.28950 -3.23493
H -10.94815 -8.98660 -1.10249
C -13.52249 -5.70692 -1.43857
F -8.35951 -1.24723 -1.51288
C -14.26335 -2.00554 3.47400
C -10.79944 -5.51442 -4.29346